Record 1
Molecular formula: C24H36DyN2Si
Method: DFT, ωB97M-V/def2-TZVPD

Geometry as ORCA input:
```
! wB97M-V def2-TZVPD RIJCOSX def2/J DEFGRID3
* xyz 1 6
C -1.637 -1.866 -0.395
C -0.416 -2.598 -0.415
C -0.225 -3.193 0.862
H 0.201 -2.790 -1.290
C -1.430 -3.029 1.596
C -2.311 -2.175 0.829
H -3.355 -1.959 1.060
H -2.008 -1.272 -1.227
H 0.688 -3.699 1.194
H -1.665 -3.540 2.529
Dy -0.450 -0.730 1.541
C 2.226 1.421 0.132
H 2.594 0.945 1.048
H 1.442 2.152 0.357
H 3.069 1.941 -0.351
Si 1.715 0.078 -1.308
C 1.337 1.073 -2.836
C 0.670 0.387 -3.880
H 0.642 -0.712 -3.901
C 0.028 1.094 -4.892
H -0.593 0.560 -5.612
C 0.212 2.479 -4.976
H -0.288 3.020 -5.777
C 1.022 3.145 -4.049
H 1.262 4.203 -4.174
C 1.532 2.455 -2.934
H 2.121 2.994 -2.182
C 3.057 -1.232 -1.335
C 3.515 -1.621 -2.603
H 3.558 -0.887 -3.410
C 3.823 -2.962 -2.838
H 3.942 -3.298 -3.870
C 3.924 -3.854 -1.768
H 4.116 -4.912 -1.959
C 3.710 -3.399 -0.460
H 3.821 -4.074 0.393
C 3.296 -2.082 -0.241
H 3.144 -1.725 0.782
H 0.485 0.121 -0.243
H 0.881 -1.073 -1.861
C -1.871 1.273 0.552
N -2.129 2.364 1.502
C -2.278 3.664 0.873
C -1.244 2.452 2.669
C -1.136 1.214 3.583
N -1.965 0.041 3.115
C -1.659 -1.128 3.983
C -3.429 0.340 3.142
H -2.340 1.488 -0.424
H -2.320 0.326 0.934
H -0.772 1.204 0.342
H -2.590 4.360 1.660
H -1.364 4.065 0.393
H -3.060 3.603 0.111
H -0.225 2.762 2.348
H -1.654 3.281 3.264
H -0.079 0.879 3.687
H -1.473 1.445 4.610
H -1.711 -0.797 5.032
H -2.382 -1.942 3.835
H -0.623 -1.517 3.810
H -3.739 0.617 4.163
H -3.633 1.175 2.465
H -3.981 -0.553 2.815
*
```

Computed properties:
calculated total energy = -60402.450 eV
LUMO energy (spin up / spin down) = -3.98 / -3.95 eV
⟨S²⟩ = 9.363
E_HOMO (spin up / spin down) = -9.720 / -9.681 eV
energy relative to the best compared isomer or geometry (same formula, charge and spin) = 0.0000 eV

=====

Record 2
Molecular formula: C2H13NO4
Method: DFT, ωB97M-V/def2-TZVPD

Geometry as ORCA input:
```
! wB97M-V def2-TZVPD RIJCOSX def2/J DEFGRID3
* xyz 0 1
C 0.174 1.372 -1.554
N -1.029 0.583 -1.837
C -1.121 -0.697 -1.260
O 0.046 -1.558 -1.406
H 0.809 1.550 -2.426
H 0.791 0.953 -0.762
H -0.064 2.392 -1.227
H -1.252 0.762 -2.801
H -1.358 -0.604 -0.202
H -1.919 -1.256 -1.748
H 0.606 -1.086 -2.050
H -2.464 2.215 0.235
H -3.889 2.471 0.633
O -2.976 2.731 0.830
H -1.127 -3.314 0.336
H -0.383 -2.163 0.881
O -0.899 -2.903 1.178
H 5.888 -0.255 3.024
H 4.924 0.847 2.757
O 5.406 0.458 3.502
*
```

Computed properties:
SMILES = CNCO.O.O.O
calculated total energy = -11963.999 eV
LUMO energy = 0.40 eV
E_HOMO = -9.758 eV
energy relative to the best compared isomer or geometry (same formula, charge and spin) = 1.4675 eV

=====

Record 3
Molecular formula: C2H2Cl2S2
Method: DFT, ωB97M-V/def2-TZVPD

Geometry as ORCA input:
```
! wB97M-V def2-TZVPD RIJCOSX def2/J DEFGRID3
* xyz 0 1
C -0.719 -0.163 0.688
C -0.128 0.066 -0.799
S -1.068 -1.408 -0.515
S 1.688 -0.067 -0.986
Cl 0.598 -0.633 1.865
Cl -0.729 1.476 -1.706
H -1.464 -0.098 1.553
H 1.823 0.828 -0.100
*
```

Computed properties:
SMILES = S[C@@]1(Cl)S[C@H]1Cl
calculated total energy = -48819.417 eV
LUMO energy = 0.29 eV
E_HOMO = -9.440 eV
energy relative to the best compared isomer or geometry (same formula, charge and spin) = 1.7225 eV

=====

Record 4
Molecular formula: C22H18Br2IN2O2Zr
Method: DFT, ωB97M-V/def2-TZVPD

Geometry as ORCA input:
```
! wB97M-V def2-TZVPD RIJCOSX def2/J DEFGRID3
* xyz 3 1
Zr -1.204 0.926 0.898
O -3.345 2.586 0.708
C -3.443 3.655 1.623
C -4.390 4.644 1.495
C -4.441 5.631 2.478
C -3.568 5.621 3.557
C -2.611 4.624 3.670
C -2.547 3.644 2.692
C -1.563 2.557 2.569
O -0.832 2.691 1.334
N -0.701 1.999 3.567
N -0.172 0.886 2.849
C 0.918 0.299 3.276
C 1.676 -0.547 2.475
Br 1.110 -0.561 0.611
C 2.860 -1.216 2.725
C 3.438 -1.510 3.976
C 4.818 -1.824 3.979
C 5.476 -2.035 5.173
C 4.758 -1.979 6.363
C 3.379 -1.727 6.378
C 2.720 -1.495 5.199
H -4.032 2.696 0.035
H -5.081 4.665 0.661
H -5.180 6.416 2.394
H -3.627 6.394 4.310
H -1.925 4.617 4.508
H -2.277 1.630 2.428
H 0.030 2.635 3.884
H 1.301 0.531 4.270
H 3.434 -1.525 1.855
H 5.362 -1.871 3.044
H 6.533 -2.257 5.181
H 5.269 -2.167 7.299
H 2.837 -1.748 7.312
H 1.642 -1.389 5.201
Br -5.206 0.656 -2.445
C -4.875 0.236 -0.657
C -5.912 0.399 0.265
C -5.725 0.135 1.616
C -4.499 -0.310 2.080
C -3.459 -0.511 1.174
C -3.655 -0.240 -0.186
I -2.062 -0.480 -1.545
H -6.877 0.736 -0.093
H -6.549 0.261 2.305
H -4.360 -0.545 3.128
H -2.543 -1.001 1.527
*
```

Computed properties:
calculated total energy = -179618.827 eV
LUMO energy = -11.03 eV
E_HOMO = -17.131 eV

=====

Record 5
Molecular formula: C13H20IrN4O2PS7
Method: DFT, ωB97M-V/def2-TZVPD

Geometry as ORCA input:
```
! wB97M-V def2-TZVPD RIJCOSX def2/J DEFGRID3
* xyz 0 5
Ir -0.217 -0.659 1.333
N -2.058 -0.814 4.571
C -0.732 -0.750 4.690
N 0.121 -0.659 3.684
C 1.419 -0.626 4.166
C 1.562 -0.696 5.503
S 0.013 -0.805 6.249
C 2.490 -0.535 3.176
C 3.804 -0.368 3.423
S 4.675 -0.343 1.939
C 3.192 -0.536 1.078
N 2.124 -0.623 1.843
N 3.186 -0.575 -0.263
H -2.462 -0.484 3.702
H -2.631 -0.767 5.394
H 2.466 -0.711 6.081
H 4.299 -0.259 4.368
H 4.067 -0.674 -0.740
H 2.364 -0.981 -0.712
S -4.832 -1.391 1.634
C -3.228 -1.107 1.679
S -1.998 -2.302 1.384
S -2.489 0.475 1.665
C 0.448 2.119 -3.945
C 1.639 1.279 -3.547
C 2.630 2.011 -2.668
O 1.235 0.046 -2.887
P 0.106 -0.141 -1.805
S 0.342 -1.916 -0.938
S 0.091 1.216 -0.343
O -1.208 -0.040 -2.669
C -2.519 -0.224 -2.025
C -3.360 0.964 -2.419
C -3.070 -1.557 -2.464
H 0.800 2.955 -4.549
H -0.064 2.523 -3.070
H -0.269 1.543 -4.525
H 2.147 0.910 -4.441
H 2.145 2.464 -1.804
H 3.103 2.799 -3.254
H 3.403 1.334 -2.311
H -2.354 -0.209 -0.946
H -3.481 1.006 -3.502
H -2.904 1.891 -2.076
H -4.345 0.879 -1.962
H -3.200 -1.577 -3.545
H -4.038 -1.717 -1.986
H -2.410 -2.371 -2.166
*
```

Computed properties:
calculated total energy = -111837.980 eV
LUMO energy (spin up / spin down) = 0.19 / -1.68 eV
⟨S²⟩ = 6.021
E_HOMO (spin up / spin down) = -6.413 / -7.822 eV

=====

Record 6
Molecular formula: C5H8O
Method: DFT, ωB97M-V/def2-TZVPD

Geometry as ORCA input:
```
! wB97M-V def2-TZVPD RIJCOSX def2/J DEFGRID3
* xyz 0 1
C 0.356 0.003 -1.719
C -0.053 -0.233 0.735
C 0.842 0.872 1.193
O -0.353 -1.089 1.697
C -0.552 -0.361 -0.572
C -1.927 -0.474 -0.699
H -0.172 -0.222 -2.649
H 0.639 1.064 -1.730
H 1.281 -0.588 -1.680
H 0.714 1.052 2.263
H 0.627 1.784 0.632
H 1.889 0.603 1.011
H -0.836 -1.822 1.272
H -2.435 -0.725 0.256
*
```

Computed properties:
calculated total energy = -7358.286 eV
LUMO energy (spin up / spin down) = 0.01 / 0.01 eV
E_HOMO (spin up / spin down) = -7.550 / -7.548 eV
energy relative to the best compared isomer or geometry (same formula, charge and spin) = 3.9695 eV